<A>
Below is a cluster of 2 separate species, C2H3BrS in total, with properties calculated with the ωB97M-V functional and the def2-TZVPD basis.

CARTESIAN COORDINATES (ANGSTROEM)
1 C -2.198 -0.738 -0.173
2 C -0.127 0.035 -0.068
3 S -2.559 -2.093 -0.871
4 Br -3.329 0.702 0.338
5 H -0.244 1.157 0.242
6 H 0.149 -0.213 -1.002
7 H 0.402 -0.554 0.678

Its orbital gap is 8.21 eV. The value obtained for the molar mass is 139.0 g mol⁻¹. Its spin multiplicity is 1. The value obtained for the LUMO energy is -0.41 eV.

<B>
Below is an isolated molecule of C2H3BrS, with properties calculated with the ωB97M-V functional and the def2-TZVPD basis.

CARTESIAN COORDINATES (ANGSTROEM)
1 Br -1.082 1.840 1.501
2 C -0.003 0.613 -0.260
3 C 0.181 -0.802 -0.001
4 S -0.894 -0.212 -1.363
5 H 1.007 1.167 -0.352
6 H 1.118 -1.202 -0.181
7 H -0.326 -1.404 0.656

Its orbital gap is 8.79 eV. Its SMILES is Br[C@H]1CS1. The value obtained for the molar mass is 139.0 g mol⁻¹. Its spin multiplicity is 1. The value obtained for the LUMO energy is -0.77 eV.

On energetic grounds, <B> is preferred over the next structure by 100.6 kJ/mol.